(1)
{"formula": "H8O4", "method": "ωB97M-V with the def2-TZVPD basis set", "total_charge": -1, "orbital_gap_ev": [3.52, 11.41], "lumo_ev": [4.019, 3.997], "multiplicity": 2, "e_homo_ev": [0.5, -7.4], "e_tot_ev": -8319.246, "e_above_lowest_kj_mol": 20.8, "elements": ["O", "H", "H", "O", "H", "H", "O", "H", "H", "O", "H", "H"], "positions_angstrom": [[-9.3664, -22.3535, -3.1192], [-8.9836, -22.6770, -3.9346], [-10.0349, -21.7282, -3.3993], [-5.4948, -23.8168, -6.9271], [-6.3434, -24.1813, -7.1785], [-4.8955, -24.5626, -6.9551], [-7.8160, -24.5321, -8.2485], [-7.8918, -23.5788, -8.2905], [-8.3215, -24.8463, -8.9982], [-9.3107, -23.5663, -5.5775], [-8.9711, -24.1827, -6.2263], [-9.7534, -22.8933, -6.0946]], "forces_ev_per_angstrom": [[-0.0095, 0.4291, 0.9392], [0.0835, -0.4936, -0.6277], [-0.1171, 0.0617, -0.0792], [0.7163, 0.4639, 0.4812], [-0.4951, -0.3335, -0.3404], [0.0878, -0.1714, -0.0551], [0.5995, -0.6742, 1.0986], [-0.3147, 1.1242, -0.2922], [-0.6178, -0.3546, -0.7999], [-0.0434, 0.0537, 0.8478], [0.2916, -0.3557, -0.6441], [-0.1811, 0.2503, -0.5282]], "lowdin_charge": [-0.118, -0.029, 0.009, -0.166, -0.055, 0.006, -0.304, -0.057, -0.061, -0.191, -0.016, -0.016]}



(2)
{"formula": "H8O4", "method": "ωB97M-V with the def2-TZVPD basis set", "orbital_gap_ev": 8.98, "lumo_ev": -0.214, "multiplicity": 1, "e_homo_ev": -9.2, "e_tot_ev": -8316.152, "e_above_lowest_kj_mol": 436.5, "elements": ["O", "H", "H", "O", "H", "H", "O", "H", "H", "O", "H", "H"], "positions_angstrom": [[-0.3191, -0.0156, -0.5675], [-0.5112, -0.7308, 0.0390], [-1.0856, 0.0266, -1.1393], [-1.3023, -1.3961, 0.5121], [-1.6973, -2.2554, 0.3644], [-1.2218, -1.3293, 1.4635], [1.4605, 1.3526, -1.4789], [0.7993, 2.0335, -1.6027], [1.1966, 0.9053, -0.6748], [1.2685, 0.5015, 0.9228], [0.5532, 0.1006, 0.4289], [0.8593, 0.8072, 1.7324]], "forces_ev_per_angstrom": [[0.0590, 3.3174, -5.0322], [0.8161, -0.0652, -1.4884], [0.1077, 0.1832, -0.1357], [-4.7985, -5.2899, 4.5960], [-0.0298, -0.5952, -0.2237], [-0.1740, -0.0004, 0.6644], [1.1175, 0.9755, -1.4364], [-0.0478, 0.0727, -0.0243], [0.4511, 0.6546, -0.4227], [1.9158, -0.1163, 2.8395], [0.4131, 0.5561, 0.4376], [0.1698, 0.3075, 0.2258]], "lowdin_charge": [-0.085, -0.181, 0.105, 0.121, 0.125, 0.121, -0.087, 0.022, -0.050, -0.049, -0.097, 0.055]}



(3)
{"formula": "H8O4", "method": "ωB97M-V with the def2-TZVPD basis set", "orbital_gap_ev": 12.11, "lumo_ev": 0.730, "smiles": "O.O.O.O", "multiplicity": 1, "e_homo_ev": -11.4, "e_tot_ev": -8319.503, "e_above_lowest_kj_mol": 113.2, "elements": ["O", "H", "H", "O", "H", "H", "O", "H", "H", "O", "H", "H"], "positions_angstrom": [[-3.9277, 2.1923, -1.7020], [-3.5812, 3.0732, -1.8446], [-4.7152, 2.1535, -2.2448], [2.5332, -1.6795, -4.3902], [2.9910, -1.9168, -5.1967], [1.6591, -2.0564, -4.4906], [2.2342, -0.0231, 6.0153], [1.4299, -0.5336, 6.1088], [2.0255, 0.6343, 5.3517], [-0.0864, -0.7608, 1.1358], [-0.9939, -0.6019, 0.8762], [0.4316, -0.4812, 0.3810]], "forces_ev_per_angstrom": [[0.0981, -0.1740, 0.1338], [0.1241, 0.2212, -0.0052], [-0.2124, -0.0556, -0.1227], [0.0691, 0.1283, 0.1766], [0.1608, -0.0394, -0.1881], [-0.2342, -0.0874, 0.0148], [0.2034, -0.0087, 0.1516], [-0.1831, -0.1608, 0.0275], [-0.0198, 0.1635, -0.1899], [0.0761, -0.0817, 0.2260], [-0.2590, 0.0388, -0.0436], [0.1770, 0.0557, -0.1809]], "lowdin_charge": [-0.055, 0.028, 0.028, -0.055, 0.028, 0.027, -0.055, 0.028, 0.028, -0.055, 0.027, 0.028]}



(4)
{"formula": "H8O4", "method": "ωB97M-V with the def2-TZVPD basis set", "orbital_gap_ev": 11.17, "lumo_ev": 0.449, "smiles": "O.O.O.O", "multiplicity": 1, "e_homo_ev": -10.7, "e_tot_ev": -8319.787, "e_above_lowest_kj_mol": 85.8, "elements": ["O", "H", "H", "O", "H", "H", "O", "H", "H", "O", "H", "H"], "positions_angstrom": [[2.4269, -0.9611, -0.2695], [2.1474, -1.7990, 0.0994], [2.6345, -0.4206, 0.4928], [-1.2582, 2.4187, 1.6076], [-0.6176, 2.9265, 1.1095], [-1.0324, 1.5059, 1.4285], [-0.1029, -0.2347, 0.7260], [-0.4993, -0.5637, -0.0808], [0.8179, -0.4882, 0.6616], [-1.2968, -0.8290, -1.5967], [-1.2556, -1.3810, -2.3776], [-1.9641, -0.1738, -1.8009]], "forces_ev_per_angstrom": [[0.0448, 0.0223, -0.1972], [0.1006, -0.4460, 0.0317], [0.4535, 0.2241, 0.1871], [-0.3358, 0.4142, 0.1875], [0.1281, 0.0755, -0.0947], [0.2958, -0.5775, -0.1272], [-0.2025, 0.3362, 1.0767], [-0.1652, -0.1459, -0.4993], [-0.0948, 0.1569, -0.2453], [-0.1598, -0.1099, -0.2439], [0.1308, -0.2259, -0.1305], [-0.1954, 0.2760, 0.0551]], "lowdin_charge": [-0.036, 0.048, 0.046, -0.066, 0.023, -0.020, -0.057, -0.020, -0.018, -0.025, 0.060, 0.063]}



(5)
{"formula": "H8O4", "method": "ωB97M-V with the def2-TZVPD basis set", "orbital_gap_ev": 11.46, "lumo_ev": 0.529, "smiles": "O.O.O.O", "multiplicity": 1, "e_homo_ev": -10.9, "e_tot_ev": -8319.575, "e_above_lowest_kj_mol": 106.2, "elements": ["O", "H", "H", "H", "O", "H", "O", "H", "H", "O", "H", "H"], "positions_angstrom": [[0.1090, -1.7579, -0.1404], [1.0702, -1.8012, -0.1255], [-0.1141, -1.2012, 0.6036], [0.1079, -0.6972, -1.3837], [0.0992, -0.0639, -2.1520], [-0.0422, 0.8211, -2.4358], [-0.4984, -0.2093, 1.9185], [-0.2912, 0.6526, 1.5239], [-1.3842, -0.1539, 2.2850], [0.2105, 1.8407, 0.3445], [0.4009, 1.3311, -0.4462], [0.7810, 2.6083, 0.3632]], "forces_ev_per_angstrom": [[0.6727, -0.5200, -1.3556], [0.0972, -0.3036, 0.1071], [-0.5219, 0.4931, 1.1697], [-0.7488, 1.1168, 0.2695], [0.9780, -1.5516, -1.1446], [-0.4654, 0.5785, 0.8268], [-0.0109, -0.1738, 0.3400], [-0.0369, 0.2902, 0.0218], [-0.0201, 0.0207, -0.0384], [-0.3137, 0.1304, 0.3439], [0.1672, -0.1567, -0.4467], [0.2027, 0.0760, -0.0936]], "lowdin_charge": [-0.032, 0.071, -0.018, -0.007, -0.103, 0.013, -0.050, 0.005, 0.067, -0.030, 0.021, 0.064]}



(6)
{"formula": "H8O4", "method": "ωB97M-V with the def2-TZVPD basis set", "orbital_gap_ev": 10.77, "lumo_ev": 0.268, "smiles": "O.O.O.O", "multiplicity": 1, "e_homo_ev": -10.5, "e_tot_ev": -8319.740, "e_above_lowest_kj_mol": 90.3, "elements": ["O", "H", "H", "O", "H", "H", "O", "H", "H", "O", "H", "H"], "positions_angstrom": [[0.1939, 0.8806, 1.1363], [0.6717, 0.6716, 0.3499], [-0.5971, 1.4315, 0.9509], [0.7854, -1.0199, 2.9587], [0.3371, -0.7562, 3.7862], [0.4153, -0.4278, 2.2901], [-1.8533, 0.2176, -1.9054], [-0.9534, -0.0337, -1.9484], [-1.9837, 0.4069, -2.8449], [0.8001, -0.1444, -1.5657], [0.5351, -1.0185, -1.2791], [1.6489, -0.2078, -1.9287]], "forces_ev_per_angstrom": [[-1.2378, 0.8363, 1.2504], [0.1062, 0.0967, -1.2758], [0.9742, -0.7079, -0.3001], [-0.3334, -0.1798, 0.9725], [0.4215, -0.2613, -0.6790], [-0.0055, 0.2472, -0.0319], [-1.5174, 0.3716, -0.7281], [1.6284, -0.1920, 0.3591], [-0.5759, 0.1312, 0.2259], [-1.6632, 0.4027, 0.9204], [0.2349, -0.4672, 0.1679], [1.9680, -0.2774, -0.8812]], "lowdin_charge": [-0.045, 0.002, 0.086, -0.096, 0.040, -0.036, -0.050, -0.058, 0.045, -0.010, 0.077, 0.044]}